(1)
Computed, not measured: a structure of composition C47H54As2N2O8P2Zr, with ωB97M-V/def2-TZVPD.

The calculation puts the largest force on an atom at 0.012 hartree/bohr. As for the orbital gap: 6.05 eV. The energy relative to the best compared isomer or geometry (same formula, charge and spin) is 250.6 kJ/mol.

```
! RIJCOSX wB97M-V def2-TZVPD def2/J DEFGRID3
* xyz 4 1
Zr 0.0978 -0.4289 -0.6107
C -0.8474 -2.8739 2.2853
C -1.6973 -2.1283 1.2446
P -1.5347 -2.4879 -0.5664
C -2.9698 -3.3306 -1.2246
C -4.0488 -3.7281 -0.4375
C -5.0982 -4.4202 -1.0259
C -5.0712 -4.7092 -2.3833
C -3.9919 -4.3117 -3.1672
C -2.9402 -3.6180 -2.5945
C -0.0376 -3.4550 -0.9029
C 0.9200 -2.8409 -1.7400
C 2.0905 -3.5121 -2.0783
C 2.2963 -4.8072 -1.6243
C 1.3452 -5.4234 -0.8202
C 0.1934 -4.7451 -0.4381
C 0.3466 -2.0452 2.7654
P 1.6133 -1.6268 1.4993
C 2.7150 -0.4369 2.3197
C 2.9921 -0.5567 3.6817
C 4.0030 0.2018 4.2563
C 4.7602 1.0650 3.4747
C 4.4874 1.1938 2.1189
C 3.4624 0.4535 1.5480
C 2.6951 -3.0749 1.3759
C 3.9211 -2.9055 0.7286
C 4.8703 -3.9133 0.7498
C 4.6008 -5.1047 1.4145
C 3.3850 -5.2795 2.0602
C 2.4340 -4.2668 2.0476
H -0.5208 -3.8403 1.9069
H -1.4755 -3.0805 3.1523
H -1.5261 -1.0395 1.3721
H -2.7657 -2.2167 1.4550
H -4.0818 -3.5334 0.6265
H -5.9325 -4.7435 -0.4182
H -5.8900 -5.2553 -2.8325
H -3.9665 -4.5569 -4.2206
H -2.0876 -3.3295 -3.2011
H 0.6571 -1.9948 -2.3779
H 2.8018 -3.0616 -2.7593
H 3.1809 -5.3510 -1.9270
H 1.4909 -6.4472 -0.5013
H -0.5501 -5.2535 0.1639
H 0.8513 -2.5613 3.5826
H -0.0056 -1.0921 3.1698
H 2.4566 -1.2651 4.3008
H 4.2217 0.0927 5.3106
H 5.5730 1.6252 3.9184
H 5.0879 1.8548 1.5063
H 3.2642 0.5533 0.4865
H 4.1584 -1.9644 0.2426
H 5.8280 -3.7658 0.2679
H 5.3476 -5.8870 1.4480
H 3.1829 -6.1970 2.5974
H 1.5067 -4.4219 2.5833
N 0.2142 0.9372 1.0585
C 0.4935 1.8026 1.8045
N 0.7336 2.7686 2.5905
C 1.6335 3.9098 2.1651
C 1.7954 4.8598 3.3400
C 2.1622 4.0851 4.6039
C 1.0396 3.1122 5.0238
C 0.0295 2.8856 3.9059
H 1.1773 4.3910 1.3011
H 2.5919 3.4729 1.8890
H 0.8886 5.4504 3.4843
H 2.5835 5.5658 3.0782
H 2.3834 4.7736 5.4165
H 3.0793 3.5252 4.4115
H 0.4834 3.5091 5.8737
H 1.4605 2.1566 5.3387
H -0.6584 3.7256 3.8125
H -0.5543 1.9792 4.0618
C -3.2452 4.1856 2.2372
O -2.6912 3.3906 1.1430
C -1.6265 3.8755 0.5145
O -1.0193 4.8682 0.7925
C -1.2112 2.9348 -0.6079
C 0.0400 3.0618 -1.1525
As -1.2938 4.2297 -2.4946
C -2.8834 5.1725 -1.8598
C -1.9685 2.6144 -3.4361
C -2.0109 1.4129 -2.8386
As -2.1754 1.2606 -0.9088
C -4.0885 1.3902 -0.6705
C -1.4816 0.1624 -3.4121
O -0.5487 -0.3547 -2.7350
O -1.8115 -0.4099 -4.5039
C -3.0174 -0.0594 -5.2619
C -2.4001 2.9484 -4.8556
O -3.5066 3.4179 -4.8090
O -1.7196 2.7700 -5.9472
C -0.3592 2.2832 -5.9708
C 0.8199 2.2772 -2.0529
O 1.1457 2.4956 -3.1776
O 1.4481 1.0754 -1.4270
C 2.5847 0.5903 -2.2195
H -3.5739 3.4816 2.9943
H -4.0932 4.7467 1.8530
H -2.4932 4.8655 2.6236
H -2.5479 6.0053 -1.2449
H -3.5978 4.5405 -1.3425
H -3.3273 5.5546 -2.7824
H -4.4602 2.2400 -1.2393
H -4.3196 1.4967 0.3843
H -4.5232 0.4703 -1.0619
H -2.7024 0.4000 -6.1932
H -3.6564 0.6053 -4.6849
H -3.5180 -1.0001 -5.4638
H -0.3372 1.4237 -6.6353
H -0.0138 2.0204 -4.9734
H 0.2617 3.0745 -6.3805
H 3.0253 -0.2197 -1.6375
H 3.3092 1.3918 -2.3349
H 2.2518 0.2487 -3.1959
*
```



(2)
Computed, not measured: a structure of composition C47H54BClGe2N7O4SW, with ωB97M-V/def2-TZVPD.

The calculation puts the largest force on an atom at 0.071 hartree/bohr. As for the orbital gap: 5.05 eV.

```
! RIJCOSX wB97M-V def2-TZVPD def2/J DEFGRID3
* xyz 1 1
W -0.2068 -0.2369 -0.6960
C -1.7310 -5.2472 -2.5278
C -0.9017 -4.3445 -1.6942
C 0.2574 -4.6583 -1.0247
C 0.6914 -3.4911 -0.3767
N -0.2020 -2.4732 -0.6640
N -1.1832 -3.0372 -1.4648
B -2.1494 -2.1862 -2.2970
N -2.9625 -1.2164 -1.4345
N -2.3898 -0.2459 -0.6291
C -3.4145 0.6089 -0.2751
C -4.5957 0.1689 -0.8860
C -4.2816 -0.9630 -1.5989
C -5.2110 -1.8025 -2.3895
C -3.3454 1.6918 0.6909
C -4.5386 2.2741 1.1470
C -4.5308 3.2135 2.1545
C -3.3397 3.6207 2.7375
C -2.1482 3.0827 2.2793
C -2.1553 2.1345 1.2761
N -1.3168 -1.3869 -3.3108
N -0.3629 -0.4750 -2.9327
C 0.1825 0.0141 -4.0885
C -0.4448 -0.6053 -5.1762
C -1.3810 -1.4668 -4.6552
C -2.2985 -2.3404 -5.4215
C 1.2216 1.0263 -4.2110
C 1.7650 1.6992 -3.1157
C 2.7371 2.6699 -3.2701
C 3.1964 2.9967 -4.5345
C 2.6566 2.3572 -5.6377
C 1.6856 1.3908 -5.4827
C 1.7827 -3.4331 0.5791
C 2.3854 -4.6289 1.0067
C 3.2976 -4.6379 2.0405
C 3.6677 -3.4593 2.6721
C 3.1331 -2.2628 2.2252
C 2.2033 -2.2514 1.2045
H -1.4070 -6.2735 -2.3813
H -2.7836 -5.1655 -2.2687
H -1.6192 -5.0037 -3.5832
H 0.7228 -5.6209 -1.0089
H -2.8869 -2.8970 -2.8665
H -5.5614 0.6240 -0.8343
H -6.2359 -1.5063 -2.1833
H -5.0225 -1.6764 -3.4536
H -5.0909 -2.8535 -2.1415
H -5.4835 1.9670 0.7321
H -5.4649 3.6324 2.4987
H -3.3376 4.3477 3.5352
H -1.2058 3.4032 2.7018
H -1.2092 1.7410 0.9152
H -0.2670 -0.4381 -6.2157
H -2.1144 -2.1840 -6.4797
H -2.1211 -3.3873 -5.1914
H -3.3409 -2.1165 -5.2079
H 1.4051 1.4485 -2.1195
H 3.1373 3.1841 -2.4069
H 3.9683 3.7389 -4.6562
H 2.9923 2.6231 -6.6285
H 1.2913 0.9181 -6.3657
H 2.1151 -5.5671 0.5520
H 3.7128 -5.5757 2.3753
H 4.3544 -3.4749 3.5044
H 3.4292 -1.3300 2.6845
H 1.7962 -1.3003 0.8703
C -0.0651 -2.8468 3.9569
C -0.6313 -2.8061 2.5449
Ge -0.8071 -0.8809 1.7603
C -2.7038 -0.7186 2.6126
C -2.7155 -0.1007 4.0042
C 0.3013 0.2290 3.0043
C 1.1815 1.1662 2.6334
Ge 1.3919 1.4155 0.5741
C 0.9674 3.3763 -0.0153
C 1.8104 4.5665 0.4176
C 3.3759 1.0049 0.0414
C 4.5683 1.8580 0.4589
C 1.9795 1.9709 3.5711
C 1.8860 1.8495 4.9629
C 2.6710 2.6302 5.7914
C 3.5653 3.5509 5.2673
C 3.6702 3.6823 3.8941
C 2.8844 2.9038 3.0656
H -0.0209 -3.8773 4.3017
H -0.6918 -2.2912 4.6487
H 0.9391 -2.4314 3.9734
H -1.6467 -3.2042 2.5541
H -0.0441 -3.4726 1.9261
H -3.0791 -1.7412 2.6719
H -3.4069 -0.1711 1.9959
H -2.1137 -0.6824 4.6970
H -3.7352 -0.0815 4.3808
H -2.3388 0.9185 3.9788
H 0.1350 0.0333 4.0559
H -0.0640 3.5758 0.2773
H 0.9792 3.3422 -1.1060
H 1.6806 4.7754 1.4743
H 1.4854 5.4369 -0.1509
H 2.8651 4.4117 0.2130
H 3.3545 0.9850 -1.0505
H 3.5732 -0.0148 0.3759
H 4.4213 2.9091 0.2304
H 5.4352 1.5138 -0.1040
H 4.7778 1.7515 1.5187
H 1.2017 1.1442 5.4090
H 2.5850 2.5204 6.8610
H 4.1728 4.1516 5.9252
H 4.3649 4.3909 3.4687
H 2.9554 2.9960 1.9944
S 3.3781 -2.1588 -2.9750
C 2.3733 -1.3925 -2.0631
N 1.6044 -0.7967 -1.3558
O -2.3359 1.2283 -2.9037
Cl -1.6460 2.2950 -2.3043
O -0.8304 2.9875 -3.1907
O -2.4810 3.1232 -1.5607
O -0.7185 1.6198 -1.3096
*
```



(3)
Computed, not measured: a structure of composition C47H55IN4O3S3SbSe2Ti, with ωB97M-V/def2-TZVPD.

The calculation puts the largest force on an atom at 0.048 hartree/bohr. As for the orbital gap: 6.66 eV. The energy relative to the best compared isomer or geometry (same formula, charge and spin) is 109.3 kJ/mol.

```
! RIJCOSX wB97M-V def2-TZVPD def2/J DEFGRID3
* xyz 1 1
Ti -1.1291 1.7990 1.0243
O -3.1557 7.0698 0.0878
C -2.7488 6.6788 1.3767
C -2.1125 5.2765 1.2714
C -1.7750 4.7960 2.6924
O -0.9796 3.6086 2.6439
C -0.8095 5.4419 0.4898
Se 0.0151 3.7727 -0.1578
C -3.1300 4.3720 0.5482
Se -3.4385 2.5953 1.3647
H -3.5599 7.9425 0.1267
H -3.6073 6.6306 2.0610
H -2.0159 7.3882 1.7854
H -2.7052 4.6057 3.2446
H -1.2013 5.5811 3.2036
H -0.8211 3.3098 3.5587
H -0.0590 5.9332 1.1139
H -0.9806 6.0486 -0.4019
H -2.8161 4.2069 -0.4881
H -4.1144 4.8455 0.5285
S -3.3094 -0.6938 0.1627
C -2.8323 -2.1909 0.6979
N -3.7092 -3.0798 1.1713
C -3.2521 -4.3496 1.6866
C -2.1198 -4.8589 0.8069
N -1.0814 -3.8528 0.7519
C 0.2888 -4.3212 0.7010
C 0.6446 -4.8627 -0.6604
C 0.8850 -3.9846 -1.7101
C 1.2417 -4.4679 -2.9547
C 1.3697 -5.8301 -3.1634
C 1.0938 -6.7092 -2.1320
C 0.7276 -6.2302 -0.8858
C -1.4105 -2.5629 0.6158
S -0.2740 -1.3875 0.3392
C -5.1328 -2.8122 1.1916
C -5.8085 -3.3778 -0.0355
C -6.8090 -4.3338 0.0668
C -7.4531 -4.7964 -1.0697
C -7.0956 -4.3171 -2.3184
C -6.0786 -3.3844 -2.4290
C -5.4412 -2.9159 -1.2961
H -4.0836 -5.0571 1.6794
H -2.8956 -4.2232 2.7186
H -2.4921 -5.0703 -0.2053
H -1.6989 -5.7778 1.2188
H 0.3959 -5.1036 1.4565
H 0.9394 -3.4814 0.9597
H 0.7923 -2.9222 -1.5418
H 1.4249 -3.7781 -3.7634
H 1.6884 -6.2022 -4.1248
H 1.1679 -7.7713 -2.3000
H 0.5158 -6.9258 -0.0861
H -5.2732 -1.7269 1.2236
H -5.5524 -3.2438 2.1015
H -7.0956 -4.7141 1.0374
H -8.2412 -5.5285 -0.9824
H -7.6133 -4.6580 -3.2027
H -5.7857 -3.0091 -3.3990
H -4.6588 -2.1792 -1.3858
I -1.5378 0.3764 3.3409
S 1.3851 1.0960 1.9236
Sb 3.6263 1.2435 1.4696
C 4.2580 0.5520 -0.4710
C 3.8944 -0.7614 -0.7328
C 4.3084 -1.3707 -1.9038
C 5.0887 -0.6647 -2.8075
C 5.4506 0.6453 -2.5401
C 5.0386 1.2595 -1.3666
C 4.3449 3.1371 2.1850
C 3.7793 3.5160 3.3928
C 4.1741 4.6899 4.0072
C 5.1379 5.4855 3.4108
C 5.6970 5.1075 2.2025
C 5.3103 3.9258 1.5883
C 4.8286 -0.1169 2.5964
C 4.2895 -1.0601 3.4500
C 5.1350 -1.9133 4.1416
C 6.5065 -1.8206 3.9741
C 7.0390 -0.8771 3.1104
C 6.1994 -0.0228 2.4193
H 3.2871 -1.3063 -0.0161
H 4.0219 -2.3941 -2.1004
H 5.4222 -1.1398 -3.7180
H 6.0635 1.1924 -3.2420
H 5.3307 2.2812 -1.1669
H 3.0226 2.8867 3.8487
H 3.7284 4.9763 4.9479
H 5.4564 6.3987 3.8878
H 6.4400 5.7317 1.7293
H 5.7674 3.6360 0.6536
H 3.2152 -1.1241 3.5749
H 4.7200 -2.6494 4.8143
H 7.1670 -2.4806 4.5185
H 8.1087 -0.8064 2.9774
H 6.6145 0.7144 1.7441
C 1.0770 0.9884 -1.8167
N -0.1663 1.0265 -2.5538
C -0.0274 1.1192 -3.9933
C -1.3024 0.6437 -4.6666
C -2.4478 1.4735 -4.1187
N -2.4454 1.4717 -2.6675
C -3.7115 1.8524 -2.0771
C -1.3400 1.2650 -1.9392
O -1.3897 1.2677 -0.6654
H 1.7520 0.2769 -2.2933
H 0.8959 0.6669 -0.7878
H 1.5473 1.9813 -1.8111
H 0.8189 0.4930 -4.2807
H 0.1985 2.1536 -4.2804
H -1.4647 -0.4139 -4.4512
H -1.2294 0.7704 -5.7457
H -3.4056 1.0639 -4.4448
H -2.3801 2.5047 -4.4840
H -4.5127 1.2400 -2.4938
H -3.9229 2.9045 -2.2951
H -3.6953 1.6982 -0.9968
*
```



(4)
Computed, not measured: a structure of composition C47H56BF5MgN8Se, with ωB97M-V/def2-TZVPD.

The calculation puts the largest force on an atom at 0.011 hartree/bohr. As for the orbital gap: 6.34 eV. The energy relative to the best compared isomer or geometry (same formula, charge and spin) is 0.0 kJ/mol.

```
! RIJCOSX wB97M-V def2-TZVPD def2/J DEFGRID3
* xyz 0 1
Mg -0.6161 -0.7848 0.3161
N -2.3777 -2.1818 0.1026
C -3.6116 -1.4645 0.0313
C -4.8246 -2.0687 -0.1427
C -6.0151 -1.3100 -0.1834
C -5.9787 0.0460 -0.0454
C -4.7368 0.7052 0.1170
C -4.6165 2.1104 0.2174
C -3.3814 2.6790 0.3131
C -2.2492 1.8411 0.3177
N -2.3248 0.5349 0.2505
C -3.5506 -0.0518 0.1484
H -2.4170 -3.0235 -0.4614
H -2.1813 -2.4733 1.0754
H -4.8742 -3.1473 -0.2337
H -6.9603 -1.8194 -0.3150
H -6.8879 0.6333 -0.0673
H -5.5122 2.7197 0.2067
H -3.2518 3.7492 0.3885
H -1.2538 2.2631 0.3884
F -1.9085 0.8247 7.4769
C -1.6013 0.1008 6.3975
C -0.7216 -0.9614 6.4914
F -0.1753 -1.2613 7.6736
C -0.3794 -1.6813 5.3614
F 0.4872 -2.6876 5.5194
C -0.8904 -1.3845 4.1016
Se -0.3973 -2.4189 2.5864
C -1.7780 -0.3208 4.0555
F -2.3439 0.0321 2.8816
C -2.1349 0.4210 5.1647
F -2.9848 1.4509 5.0477
C -3.8110 -0.1046 -3.0418
N -4.0654 0.0987 -4.4676
C -3.0504 1.0260 -4.9793
N -1.6895 0.5301 -4.7696
C -1.4974 0.3186 -3.3339
N -2.4666 -0.6339 -2.7771
C -2.3260 -1.8999 -3.5047
N -2.5485 -1.7447 -4.9415
C -3.8896 -1.1907 -5.1427
C -1.5713 -0.7684 -5.4407
H -4.5526 -0.8006 -2.6434
H -3.9182 0.8526 -2.5254
H -3.1628 1.9864 -4.4710
H -3.2140 1.1748 -6.0486
H -1.6193 1.2749 -2.8171
H -0.4830 -0.0478 -3.1559
H -3.0545 -2.6154 -3.1100
H -1.3175 -2.2903 -3.3420
H -4.6292 -1.8958 -4.7561
H -4.0602 -1.0580 -6.2129
H -1.7271 -0.6279 -6.5123
H -0.5638 -1.1605 -5.2749
C 1.4830 -3.1790 -1.0093
C 2.6046 -2.6800 -1.9277
C 3.9181 -2.5585 -1.1526
C 2.2501 -1.4555 -2.7654
C 2.0798 -1.6711 -4.1319
C 1.8352 -0.6266 -5.0064
C 1.7211 0.6574 -4.5109
C 1.8694 0.9293 -3.1510
C 1.7236 2.3985 -2.7603
C 1.0341 2.7121 -1.4327
C 3.0560 3.1507 -2.8581
C 2.1505 -0.1375 -2.2818
N 2.3990 0.1285 -0.9051
B 1.5102 -0.0110 0.2363
N 2.3497 0.4605 1.3206
C 3.5964 0.8550 0.8262
C 3.6260 0.6616 -0.5076
C 2.1248 0.4935 2.7372
C 1.3600 1.5294 3.2949
C 1.2427 1.5975 4.6803
C 1.8705 0.6692 5.4937
C 2.6135 -0.3529 4.9297
C 2.7520 -0.4640 3.5493
C 3.6195 -1.5632 2.9692
C 3.3201 -2.9386 3.5647
C 5.1048 -1.2346 3.1623
C 0.7672 2.6125 2.4131
C -0.5361 3.1974 2.9472
C 1.7991 3.7208 2.1827
H 1.6565 -4.2246 -0.7457
H 0.5074 -3.1176 -1.5036
H 1.4502 -2.6100 -0.0782
H 2.7588 -3.4696 -2.6687
H 3.8414 -1.8466 -0.3339
H 4.7319 -2.2385 -1.8057
H 4.1842 -3.5303 -0.7308
H 2.1711 -2.6802 -4.5170
H 1.7259 -0.8157 -6.0672
H 1.4985 1.4761 -5.1858
H 1.0764 2.8109 -3.5414
H 1.6760 2.5110 -0.5749
H 0.1167 2.1309 -1.3179
H 0.7729 3.7739 -1.4143
H 3.6996 2.9158 -2.0101
H 2.8786 4.2282 -2.8518
H 3.5869 2.8983 -3.7770
H 4.3677 1.2386 1.4731
H 4.4335 0.8273 -1.2016
H 0.6662 2.3933 5.1352
H 1.7785 0.7419 6.5713
H 3.0915 -1.0820 5.5737
H 3.4102 -1.6125 1.9001
H 3.5778 -2.9828 4.6255
H 3.9220 -3.6937 3.0543
H 2.2679 -3.1993 3.4556
H 5.3470 -1.2043 4.2276
H 5.3749 -0.2715 2.7307
H 5.7276 -2.0014 2.6969
H 0.5647 2.1519 1.4436
H -0.3936 3.7215 3.8939
H -1.2942 2.4297 3.1021
H -0.9293 3.9320 2.2400
H 2.0613 4.1972 3.1306
H 1.4044 4.4870 1.5107
H 2.7113 3.3189 1.7403
*
```



Question: What is the orbital gap in the third record?
Answer: 6.66 eV